(1)
The following is a DFT calculation (ωB97M-V/def2-TZVPD) of a molecular structure, C34H37BrN2O6P2S2V.

Cartesian coordinates (Å):
V (-0.467, -0.621, -0.494)
C (3.484, -0.466, -0.230)
O (2.282, 0.265, -0.342)
C (2.361, 1.520, -0.861)
C (3.534, 2.176, -1.184)
C (3.473, 3.500, -1.608)
Br (5.089, 4.354, -2.127)
C (2.297, 4.207, -1.652)
C (1.099, 3.553, -1.350)
C (1.124, 2.184, -1.033)
O (-0.007, 1.489, -0.853)
C (-0.164, 4.248, -1.326)
N (-1.313, 3.676, -1.021)
C (-2.259, 4.669, -1.042)
C (-3.629, 4.645, -0.790)
C (-4.308, 5.844, -0.866)
C (-3.669, 7.044, -1.196)
C (-2.317, 7.089, -1.466)
C (-1.629, 5.891, -1.377)
N (-0.305, 5.589, -1.551)
H (3.933, -0.639, -1.213)
H (3.223, -1.423, 0.220)
H (4.194, 0.054, 0.419)
H (4.494, 1.696, -1.117)
H (2.300, 5.244, -1.944)
H (-0.785, 2.138, -0.936)
H (-4.133, 3.724, -0.543)
H (-5.369, 5.863, -0.663)
H (-4.247, 7.953, -1.242)
H (-1.802, 8.000, -1.730)
H (0.413, 6.241, -1.815)
O (-4.260, 0.767, 0.073)
C (-3.084, 0.499, 0.222)
O (-2.293, 0.055, -0.659)
C (-2.433, 0.798, 1.610)
P (-0.810, -0.031, 1.701)
C (-0.976, -1.486, 2.776)
C (0.230, -2.030, 3.217)
C (0.248, -3.207, 3.936)
C (-0.943, -3.863, 4.209)
C (-2.145, -3.330, 3.773)
C (-2.166, -2.151, 3.046)
C (0.030, 1.142, 2.827)
C (0.997, 2.018, 2.352)
C (1.529, 2.992, 3.177)
C (1.100, 3.095, 4.487)
C (0.147, 2.213, 4.975)
C (-0.387, 1.241, 4.151)
H (-3.103, 0.545, 2.435)
H (-2.239, 1.880, 1.621)
H (1.147, -1.504, 2.978)
H (1.185, -3.615, 4.286)
H (-0.934, -4.789, 4.764)
H (-3.070, -3.842, 3.998)
H (-3.102, -1.768, 2.668)
H (1.330, 1.942, 1.331)
H (2.273, 3.678, 2.795)
H (1.503, 3.866, 5.124)
H (-0.182, 2.292, 6.001)
H (-1.137, 0.558, 4.523)
C (-1.109, -5.820, -3.648)
C (-1.157, -4.340, -4.009)
C (0.011, -3.891, -4.876)
O (-1.277, -3.542, -2.825)
P (-0.214, -3.125, -1.730)
S (-1.303, -2.831, -0.082)
S (0.894, -1.555, -2.287)
O (0.664, -4.476, -1.652)
C (1.725, -4.793, -0.755)
C (3.074, -4.411, -1.356)
C (1.533, -4.137, 0.602)
H (-1.332, -6.417, -4.532)
H (-1.852, -6.032, -2.880)
H (-0.128, -6.098, -3.269)
H (-2.104, -4.134, -4.526)
H (0.959, -4.053, -4.365)
H (-0.079, -2.827, -5.094)
H (0.008, -4.448, -5.810)
H (1.659, -5.887, -0.648)
H (3.178, -3.330, -1.401)
H (3.172, -4.804, -2.365)
H (3.874, -4.822, -0.741)
H (1.551, -3.050, 0.478)
H (2.330, -4.429, 1.278)
H (0.572, -4.420, 1.031)

Multiplicity: 2
Orbital gap (alpha / beta) in eV: 6.7 / 6.1
Relative energy (zero: lowest compared OMol25 entry of this formula, charge and spin) in kJ/mol: 48.4

(2)
The following is a DFT calculation (ωB97M-V/def2-TZVPD) of a molecular structure, C34H37CrN5.

Cartesian coordinates (Å):
Cr (-0.177, -0.069, 0.080)
N (0.590, -3.395, 2.958)
N (-0.409, -2.504, -1.556)
C (0.616, 1.846, -0.509)
C (1.686, 0.918, -0.201)
C (1.565, 0.583, 1.203)
C (2.500, -0.270, 2.013)
H (3.375, -0.561, 1.423)
H (1.999, -1.226, 2.327)
H (2.806, 0.229, 2.933)
C (0.455, 1.301, 1.756)
C (0.119, 1.401, 3.213)
H (0.683, 2.227, 3.674)
H (0.381, 0.493, 3.774)
H (-0.948, 1.604, 3.393)
C (-0.137, 2.075, 0.702)
C (-1.190, 3.116, 0.888)
H (-1.916, 2.828, 1.661)
H (-1.739, 3.290, -0.048)
H (-0.756, 4.082, 1.198)
C (2.787, 0.509, -1.123)
H (3.647, 1.196, -1.064)
H (2.458, 0.496, -2.172)
H (3.162, -0.495, -0.884)
C (0.451, 2.614, -1.777)
H (-0.603, 2.860, -1.965)
H (0.807, 2.042, -2.642)
H (1.009, 3.562, -1.763)
C (-0.136, -4.243, 3.727)
H (0.302, -4.528, 4.728)
C (-1.410, -4.763, 3.337)
H (-1.934, -5.492, 3.988)
C (-1.918, -4.372, 2.054)
H (-2.886, -4.798, 1.684)
C (-1.214, -3.395, 1.310)
H (-1.499, -2.988, 0.314)
C (-0.005, -2.754, 1.857)
C (0.754, -1.745, 1.132)
H (1.645, -2.177, 0.588)
C (-0.524, -1.174, -1.815)
C (0.135, -3.088, -2.639)
H (0.581, -4.006, -2.462)
C (0.064, -2.303, -3.733)
H (0.162, -2.603, -4.827)
N (-0.403, -1.077, -3.247)
C (-0.563, 0.085, -4.105)
C (0.447, 0.355, -5.049)
C (0.265, 1.460, -5.864)
H (1.057, 1.701, -6.591)
C (-0.879, 2.280, -5.758)
C (-1.068, 3.459, -6.682)
H (-1.616, 4.269, -6.173)
H (-1.655, 3.168, -7.572)
H (-0.098, 3.848, -7.029)
C (-1.863, 1.971, -4.798)
H (-2.752, 2.623, -4.700)
C (-1.720, 0.880, -3.966)
C (-2.726, 0.537, -2.919)
H (-2.985, -0.526, -2.875)
H (-3.653, 1.097, -3.089)
H (-2.354, 0.831, -1.925)
C (1.703, -0.466, -5.059)
H (1.573, -1.525, -5.341)
H (2.239, -0.416, -4.095)
H (2.349, -0.010, -5.819)
N (-2.400, -1.854, 5.814)
C (-2.604, -1.459, 4.733)
C (-2.824, -0.942, 3.390)
C (-4.094, -0.535, 2.938)
C (-4.208, -0.033, 1.641)
C (-3.065, 0.060, 0.840)
N (-1.860, -0.336, 1.288)
C (-1.729, -0.784, 2.555)
H (-4.952, -0.622, 3.611)
H (-5.171, 0.273, 1.222)
H (-3.091, 0.400, -0.200)
H (-0.703, -1.064, 2.860)

Multiplicity: 5
Orbital gap (alpha / beta) in eV: 2.8 / 2.7
Total charge: -2

(3)
The following is a DFT calculation (ωB97M-V/def2-TZVPD) of a molecular structure, C34H37MnN2O7Te.

Cartesian coordinates (Å):
Mn (0.026, -0.696, -0.333)
O (-1.130, -1.633, 3.440)
C (-0.924, -1.414, 2.159)
O (0.083, -0.877, 1.721)
C (-1.970, -1.870, 1.205)
O (-1.716, -1.209, 0.011)
C (0.135, -2.808, -0.797)
C (1.441, -2.336, -1.288)
O (1.870, -2.510, -2.425)
O (1.871, -1.459, -0.413)
H (-0.348, -1.331, 3.931)
H (-2.964, -1.639, 1.583)
H (-1.896, -2.959, 1.143)
H (-0.543, -3.286, -1.485)
H (0.163, -3.216, 0.204)
C (2.466, -1.563, -9.572)
C (1.884, -1.412, -8.189)
C (1.088, -2.404, -7.632)
C (0.556, -2.300, -6.355)
C (-0.301, -3.464, -5.877)
C (0.845, -1.133, -5.617)
Te (-0.114, -1.248, -3.728)
N (0.354, -0.011, -2.244)
C (1.331, 0.703, -1.663)
O (1.069, 0.916, -0.418)
C (2.620, 1.216, -2.169)
C (3.565, 0.354, -2.705)
C (4.819, 0.851, -3.043)
C (5.107, 2.200, -2.869)
C (4.153, 3.057, -2.328)
C (2.916, 2.559, -1.953)
C (-1.957, -0.302, -4.166)
C (-3.063, -1.070, -3.750)
C (-2.991, -2.331, -2.901)
C (-4.340, -0.601, -4.050)
C (-4.552, 0.598, -4.711)
C (-5.949, 1.076, -5.034)
C (-3.438, 1.363, -5.048)
C (-2.139, 0.944, -4.789)
C (-1.013, 1.867, -5.183)
C (1.627, -0.103, -6.148)
C (1.965, 1.201, -5.478)
C (2.134, -0.281, -7.432)
H (2.048, -2.427, -10.090)
H (3.550, -1.694, -9.523)
H (2.272, -0.674, -10.177)
H (0.873, -3.300, -8.208)
H (-0.325, -4.232, -6.646)
H (-1.343, -3.175, -5.704)
H (0.084, -3.933, -4.969)
H (3.330, -0.699, -2.827)
H (5.572, 0.180, -3.443)
H (6.084, 2.585, -3.142)
H (4.380, 4.104, -2.182)
H (2.178, 3.208, -1.494)
H (-2.495, -3.164, -3.398)
H (-3.996, -2.667, -2.655)
H (-2.479, -2.152, -1.958)
H (-5.196, -1.194, -3.741)
H (-6.704, 0.386, -4.657)
H (-6.090, 1.168, -6.113)
H (-6.138, 2.061, -4.602)
H (-3.584, 2.329, -5.527)
H (-1.364, 2.897, -5.234)
H (-0.622, 1.602, -6.168)
H (-0.192, 1.846, -4.470)
H (1.548, 1.303, -4.487)
H (1.603, 2.037, -6.076)
H (3.045, 1.310, -5.381)
H (2.745, 0.517, -7.849)
O (-1.455, 1.251, -0.849)
N (-2.683, 1.232, -0.409)
C (-3.701, 1.045, -1.277)
C (-5.003, 1.000, -0.823)
C (-5.275, 1.138, 0.530)
C (-4.213, 1.323, 1.400)
C (-2.925, 1.364, 0.911)
H (-3.394, 0.943, -2.311)
H (-5.795, 0.854, -1.547)
H (-6.293, 1.108, 0.900)
H (-4.368, 1.449, 2.463)
H (-2.039, 1.520, 1.506)

Multiplicity: 2
Orbital gap (alpha / beta) in eV: 7.4 / 8.7
Relative energy (zero: lowest compared OMol25 entry of this formula, charge and spin) in kJ/mol: 222.3
Total charge: +1

(4)
The following is a DFT calculation (ωB97M-V/def2-TZVPD) of a molecular structure, C34H38F6N10PSV.

Cartesian coordinates (Å):
V (0.205, 0.221, 0.527)
C (4.371, 0.459, -1.010)
C (3.106, 0.836, -0.562)
N (2.286, -0.060, -0.013)
C (2.752, -1.322, 0.159)
C (3.987, -1.680, -0.351)
N (4.783, -0.795, -0.945)
C (1.940, -2.127, 1.087)
C (2.206, -3.387, 1.576)
C (1.449, -3.865, 2.659)
C (0.530, -2.995, 3.265)
C (0.327, -1.748, 2.712)
N (0.960, -1.383, 1.600)
C (-0.351, -0.586, 3.311)
C (-1.014, -0.574, 4.526)
N (-1.397, 0.560, 5.102)
C (-1.108, 1.693, 4.484)
C (-0.494, 1.704, 3.234)
N (-0.136, 0.570, 2.640)
C (1.666, -5.217, 3.201)
C (2.931, -5.797, 3.219)
C (3.065, -7.073, 3.749)
N (2.042, -7.777, 4.222)
C (0.835, -7.221, 4.200)
C (0.594, -5.945, 3.711)
H (5.047, 1.190, -1.436)
H (2.759, 1.855, -0.646)
H (4.359, -2.693, -0.260)
H (2.990, -3.999, 1.152)
H (0.038, -3.284, 4.183)
H (-1.234, -1.494, 5.053)
H (-1.373, 2.618, 4.980)
H (-0.275, 2.634, 2.728)
H (3.810, -5.265, 2.876)
H (4.038, -7.546, 3.796)
H (0.022, -7.822, 4.589)
H (-0.415, -5.553, 3.701)
F (-0.999, -1.224, -0.026)
P (-2.740, -0.578, -0.014)
F (-1.923, 0.646, 0.831)
F (-2.288, 0.192, -1.344)
F (-3.150, -1.834, -0.843)
F (-4.100, 0.142, 0.076)
F (-2.864, -1.343, 1.354)
C (0.585, -0.063, -6.786)
C (-0.716, -0.831, -6.990)
C (-1.944, -0.123, -6.425)
C (-1.995, -0.057, -4.905)
N (-2.120, -1.402, -4.316)
C (-1.257, -2.004, -3.537)
S (0.178, -1.161, -2.990)
N (-1.366, -3.272, -3.186)
C (-2.303, -4.229, -3.810)
C (-3.698, -4.202, -3.203)
C (-4.598, -5.244, -3.865)
C (-6.005, -5.238, -3.284)
H (1.428, -0.602, -7.218)
H (0.808, 0.093, -5.727)
H (0.537, 0.915, -7.269)
H (-0.630, -1.836, -6.561)
H (-0.878, -0.985, -8.057)
H (-2.859, -0.605, -6.781)
H (-1.985, 0.905, -6.794)
H (-2.852, 0.525, -4.565)
H (-1.096, 0.407, -4.491)
H (-2.956, -1.922, -4.555)
H (-0.765, -3.605, -2.449)
H (-1.859, -5.217, -3.690)
H (-2.321, -4.020, -4.882)
H (-4.154, -3.210, -3.305)
H (-3.629, -4.390, -2.128)
H (-4.149, -6.233, -3.741)
H (-4.638, -5.057, -4.942)
H (-5.991, -5.462, -2.216)
H (-6.629, -5.986, -3.770)
H (-6.486, -4.268, -3.420)
N (-1.016, 3.990, -0.871)
C (-0.835, 3.006, -0.003)
N (-0.006, 2.065, -0.454)
C (0.356, 2.492, -1.755)
C (1.163, 1.924, -2.747)
C (1.293, 2.605, -3.943)
C (0.646, 3.826, -4.174)
C (-0.155, 4.401, -3.212)
C (-0.281, 3.705, -2.015)
H (-1.608, 4.795, -0.720)
H (-1.351, 2.979, 0.941)
H (1.708, 1.004, -2.603)
H (1.924, 2.190, -4.718)
H (0.786, 4.328, -5.122)
H (-0.658, 5.344, -3.378)

Multiplicity: 4
Orbital gap (alpha / beta) in eV: 6.2 / 4.7
Relative energy (zero: lowest compared OMol25 entry of this formula, charge and spin) in kJ/mol: 62.3
Total charge: +3

(5)
The following is a DFT calculation (ωB97M-V/def2-TZVPD) of a molecular structure, C34H38F6N10PSV.

Cartesian coordinates (Å):
V (1.305, -0.374, 0.113)
C (3.924, 2.477, -1.886)
C (2.899, 1.558, -1.636)
N (2.776, 0.988, -0.444)
C (3.682, 1.306, 0.494)
C (4.647, 2.295, 0.246)
N (4.745, 2.860, -0.932)
C (3.595, 0.465, 1.676)
C (4.520, 0.449, 2.713)
C (4.405, -0.503, 3.729)
C (3.350, -1.413, 3.634)
C (2.458, -1.323, 2.573)
N (2.556, -0.388, 1.607)
C (1.291, -2.159, 2.376)
C (0.937, -3.313, 3.089)
N (-0.175, -3.953, 2.821)
C (-0.986, -3.462, 1.908)
C (-0.661, -2.305, 1.196)
N (0.502, -1.694, 1.392)
C (5.372, -0.578, 4.835)
C (4.944, -0.833, 6.139)
C (5.902, -0.929, 7.141)
N (7.171, -0.793, 6.863)
C (7.617, -0.547, 5.660)
C (6.737, -0.420, 4.591)
H (4.079, 2.914, -2.863)
H (2.231, 1.277, -2.435)
H (5.343, 2.628, 1.002)
H (5.328, 1.163, 2.727)
H (3.243, -2.198, 4.364)
H (1.564, -3.727, 3.864)
H (-1.908, -4.000, 1.737)
H (-1.354, -1.870, 0.483)
H (3.898, -0.929, 6.383)
H (5.637, -1.122, 8.171)
H (8.686, -0.452, 5.536)
H (7.121, -0.242, 3.599)
F (0.586, -0.305, -1.681)
P (1.236, -1.830, -2.366)
F (0.088, -1.717, -3.444)
F (1.816, -3.183, -2.838)
F (2.325, -1.768, -1.056)
F (0.206, -2.513, -1.302)
F (2.231, -0.892, -3.165)
C (-5.008, -3.998, -4.244)
C (-5.353, -3.224, -2.981)
C (-4.271, -3.310, -1.905)
C (-2.894, -2.870, -2.428)
N (-2.937, -1.594, -3.099)
C (-2.844, -0.404, -2.529)
S (-2.534, -0.246, -0.858)
N (-3.005, 0.696, -3.260)
C (-2.923, 2.038, -2.732)
C (-4.082, 2.407, -1.790)
C (-5.345, 2.881, -2.489)
C (-5.928, 1.897, -3.486)
H (-5.853, -4.005, -4.929)
H (-4.752, -5.027, -4.004)
H (-4.168, -3.551, -4.779)
H (-6.272, -3.648, -2.562)
H (-5.569, -2.179, -3.222)
H (-4.177, -4.341, -1.561)
H (-4.552, -2.694, -1.048)
H (-2.518, -3.609, -3.136)
H (-2.197, -2.793, -1.592)
H (-3.143, -1.623, -4.088)
H (-3.272, 0.584, -4.228)
H (-2.904, 2.725, -3.576)
H (-1.984, 2.129, -2.176)
H (-3.737, 3.189, -1.112)
H (-4.309, 1.527, -1.177)
H (-5.148, 3.825, -2.999)
H (-6.094, 3.099, -1.724)
H (-5.288, 1.789, -4.359)
H (-6.892, 2.251, -3.837)
H (-6.067, 0.922, -3.025)
N (-0.233, 2.385, 2.743)
C (0.010, 1.137, 2.326)
N (0.293, 1.081, 1.032)
C (0.184, 2.380, 0.565)
C (0.286, 2.913, -0.719)
C (0.199, 4.286, -0.839)
C (-0.015, 5.117, 0.266)
C (-0.203, 4.602, 1.531)
C (-0.114, 3.222, 1.659)
H (-0.478, 2.673, 3.679)
H (-0.016, 0.285, 2.985)
H (0.394, 2.274, -1.585)
H (0.292, 4.737, -1.814)
H (-0.043, 6.183, 0.120)
H (-0.407, 5.241, 2.374)

Multiplicity: 4
Orbital gap (alpha / beta) in eV: 5.7 / 4.2
Relative energy (zero: lowest compared OMol25 entry of this formula, charge and spin) in kJ/mol: 71.1
Total charge: +3

multiplicity of number 3 (C34H37MnN2O7Te)?
2

Look up the multiplicity of the fourth one.
4